No. 1
Computed, not measured: a 2-piece molecular cluster, C2H3ClN2O overall, with ωB97M-V with the def2-TZVPD basis set.

```
9
Properties=species:S:1:pos:R:3:nbo_charge:R:1
Cl 0.3714 2.2630 -2.1589 0.028
O 0.6448 0.1596 1.0681 -0.554
N -1.7492 -1.8128 1.3520 -0.331
N 0.0940 0.7884 -0.0949 -0.180
C 0.8956 1.4505 -0.7459 0.007
C -1.2367 -1.9591 0.3212 0.089
H -0.1937 -0.1654 1.3498 0.492
H 2.0458 1.5372 -0.4495 0.205
H -0.8719 -2.2614 -0.6420 0.244
```

gap between HOMO and LUMO: 11.188 eV
SMILES string: O/N=C/Cl.C#N
net charge: 0
relative energy (zero: lowest compared OMol25 entry of this formula, charge and spin): 2.858 eV

---

No. 2
Computed, not measured: an isolated ion of composition C10H11BrP and charge +1, with ωB97M-V with the def2-TZVPD basis set.

```
23
Properties=species:S:1:pos:R:3:nbo_charge:R:1
Br -2.2070 0.5156 0.5156 0.160
P -0.2504 -0.7983 -0.7731 1.030
C 3.5671 1.2147 0.4456 -0.104
C 2.0589 0.4357 -1.2951 -0.132
C 1.4976 0.2589 1.1266 -0.146
C 2.6780 0.7575 1.4344 -0.217
C -3.5121 1.3905 -0.6387 -0.233
C -0.8908 -3.3265 0.0928 -0.191
C 3.2588 1.0215 -0.9266 -0.210
C 1.1986 0.0140 -0.2404 -0.517
C -4.8304 1.2924 -0.4352 -0.363
C -0.2209 -2.2094 0.3908 -0.629
H -0.6383 -4.2747 0.3681 0.212
H -2.9299 1.9450 -1.2956 0.224
H -5.2179 0.8238 0.4972 0.229
H -1.7449 -3.3773 -0.5536 0.201
H 1.6873 0.5122 -2.3691 0.248
H 0.6019 -2.3587 1.0916 0.244
H 2.7300 0.9858 2.4348 0.230
H 4.2791 2.0269 0.7634 0.246
H 0.6455 -0.0280 1.7601 0.222
H 3.9807 1.3870 -1.5077 0.227
H -5.7407 1.7912 -0.8857 0.267
```

gap between HOMO and LUMO: 7.736 eV
net charge: +1
relative energy (zero: lowest compared OMol25 entry of this formula, charge and spin): 0.000 eV

---

No. 3
Computed, not measured: a 2-piece molecular cluster, C3H6N2O2S2 overall, with ωB97M-V with the def2-TZVPD basis set.

```
15
Properties=species:S:1:pos:R:3:lowdin_spin:R:1
S -2.1194 0.9182 -0.7623 0.189
S -1.0755 -1.9107 -0.5379 0.158
O -1.1032 -0.1028 2.3437 0.010
O 0.6686 1.6481 -1.3373 0.141
N 1.2044 0.1977 2.0516 0.007
N 1.5460 -0.4414 -0.7930 0.203
C 0.4069 0.2871 -1.1280 0.577
C -0.8117 -0.1522 -0.8755 0.582
C 0.0113 0.1319 2.0830 0.004
H 1.3782 -1.4410 -0.6226 0.006
H -2.4352 0.5584 0.5247 0.066
H -1.7921 -1.7671 0.4880 0.024
H 2.4158 -0.3329 -1.3875 0.022
H -0.1791 2.0836 -1.3395 0.004
H 1.8849 0.3232 1.2925 0.007
```

gap between HOMO and LUMO (spin up / spin down): 4.949 / 7.494 eV
net charge: 0
spin multiplicity: 3
relative energy (zero: lowest compared OMol25 entry of this formula, charge and spin): 0.000 eV

---

No. 4
Computed, not measured: an isolated ion of composition C5H7N2O2 and charge +1, with ωB97M-V with the def2-TZVPD basis set.

```
16
Properties=species:S:1:pos:R:3:nbo_charge:R:1
O -0.7168 2.0758 1.4575 -0.677
O -1.3992 -2.7591 -0.2298 -0.167
N -1.6752 -1.6007 -0.2589 0.151
N -0.8864 0.6361 -0.4746 -0.564
C 1.0743 0.5833 0.9890 -0.302
C 0.9359 -1.0314 -0.8058 -0.195
C -0.5958 -0.7521 -0.9002 -0.060
C -0.1096 1.0965 0.7281 0.470
C 1.6192 -0.3925 0.1435 -0.174
H -0.4407 2.2599 2.3535 0.538
H -0.7334 1.3866 -1.2549 0.472
H -1.8857 0.8195 -0.1384 0.482
H 1.7189 0.9140 1.8182 0.269
H 1.2165 -1.7875 -1.4986 0.251
H -0.6991 -0.7574 -2.0281 0.263
H 2.5770 -0.6913 0.0993 0.245
```

gap between HOMO and LUMO: 8.581 eV
SMILES string: O=N[C@@H]1C=CC=C(O)[NH2+]1
net charge: +1
relative energy (zero: lowest compared OMol25 entry of this formula, charge and spin): 5.463 eV

---

No. 5
Computed, not measured: C55H43ClN6P2Rb as an isolated structure, with ωB97M-V with the def2-TZVPD basis set.

```
108
Properties=species:S:1:pos:R:3:mulliken_charge:R:1
Rb 0.1017 0.0371 0.3987 1.100
Cl -1.6868 -1.2230 -8.7752 -0.260
P 1.8287 -2.7209 0.8695 0.634
P 0.9151 -2.2234 -1.9846 1.293
N 1.6041 -3.8201 -0.3923 -0.567
N -4.2547 -5.3960 2.6167 -0.559
N 0.0779 0.2103 3.2833 0.030
N -0.9122 2.2634 1.7096 0.282
N -2.4876 -1.1861 1.1636 0.439
N -1.2936 2.3467 -1.0262 -0.255
C -2.1159 -5.0468 -2.0912 -0.776
C 0.5888 -0.7636 3.9899 -0.460
C -3.9482 -2.9362 1.8493 0.524
C 2.9672 -5.1697 4.6660 -0.583
C -4.4298 3.9886 0.1195 -1.157
C 2.3545 -3.7185 2.3391 0.250
C -2.0013 2.8910 1.2377 -0.062
C -3.0092 3.4749 2.0198 -0.378
C -4.1865 3.9960 1.4680 -0.925
C 1.8853 -3.1289 -3.2534 0.339
C 5.8366 -2.4811 -0.0979 -0.546
C 3.5176 -4.2596 -5.2319 -0.579
C 0.9328 1.8008 4.9030 1.288
C 1.3380 -3.6245 -4.4348 -0.588
C 1.4865 0.7147 5.6247 -0.739
C -0.8724 -4.4365 -2.1468 -0.379
C 3.0026 -3.1116 3.4189 -0.647
C -0.7356 -3.0528 -2.0076 0.964
C -0.2485 3.8514 3.4403 -0.360
C 3.5146 -2.0543 0.4455 0.384
C 3.3137 -3.8251 4.5646 -0.596
C -1.8945 -2.3161 -1.7791 -0.756
C -1.4925 -0.8247 -4.7934 0.357
C 0.4244 -0.7078 -3.1448 -0.479
C -1.0860 -1.0319 -7.1415 0.339
C -1.4822 2.3561 -2.3210 -0.393
C 2.0309 -5.0669 2.4487 -0.573
C -2.6824 -2.4341 1.5717 -0.514
C 4.0768 -3.7663 -4.0595 -0.522
C 6.0668 -1.1149 -0.2445 -0.507
C 0.2327 1.5003 3.7156 -0.294
C -3.6066 3.4069 -2.1391 -0.778
C -0.3681 2.5662 2.9234 -0.055
C -0.1232 -0.7626 -4.5296 0.288
C 3.2644 -3.2170 -3.0780 -0.200
C -2.6395 2.8809 -2.9368 -0.998
C -5.0546 -2.1096 1.6968 -0.457
C 4.5738 -2.9398 0.2372 -0.849
C -4.1101 -4.3093 2.2729 -0.071
C -3.2645 -4.2882 -1.8833 -0.797
C 5.0273 -0.2215 -0.0464 -0.628
C -3.5491 -0.3931 1.0270 -0.255
C -1.9779 -0.9634 -6.0872 -1.153
C 0.2781 -0.9473 -6.9218 -0.892
C 2.1437 -4.1938 -5.4142 -0.822
C 1.3189 -0.5604 5.1831 -1.071
C 1.0480 3.1381 5.3580 -1.000
C 0.7443 -0.8109 -5.6243 -0.200
C -4.8501 -0.8098 1.2779 -0.894
C -3.1470 -2.9175 -1.7209 -0.614
C 2.3256 -5.7867 3.6041 -0.512
C 3.7608 -0.6925 0.2941 0.032
C -2.2473 2.8899 -0.2076 -0.311
C -3.4420 3.4345 -0.7319 1.791
C 0.4529 4.1268 4.6271 -0.794
H -0.6991 1.9238 -2.9364 0.782
H -2.7409 2.8480 -4.0139 0.451
H 3.8285 -3.3334 5.3821 0.425
H -5.6723 -0.1196 1.1499 0.525
H 0.4424 -1.7708 3.6111 0.708
H 1.7285 -1.4114 5.7112 0.493
H -3.0412 -1.0216 -6.2786 0.430
H -1.8444 -1.2454 -1.6154 0.220
H 1.5916 3.3482 6.2706 0.358
H 3.2791 -2.0635 3.3574 0.543
H 6.6454 -3.1859 -0.2518 0.421
H 7.0497 -0.7535 -0.5215 0.348
H 1.3808 -0.1745 -3.1392 0.664
H 0.0156 -5.0394 -2.2975 0.512
H 2.0379 0.9177 6.5368 0.386
H 0.5283 5.1564 4.9598 0.351
H 1.8130 -0.7638 -5.4478 0.392
H 0.2692 -3.5647 -4.6046 0.463
H 1.6939 -4.5699 -6.3253 0.427
H 4.1480 -4.6916 -5.9998 0.362
H 3.2009 -5.7303 5.5628 0.352
H -2.8746 3.4951 3.0935 0.531
H 5.1473 -3.8155 -3.9007 0.471
H -4.5165 3.8182 -2.5634 0.405
H 0.8849 -4.4975 -0.1480 -0.008
H -4.9304 4.4138 2.1387 0.364
H 1.5635 -5.5695 1.6104 0.292
H -5.3380 4.3963 -0.3057 0.350
H -0.6862 4.6675 2.8794 0.525
H -0.2445 -0.1413 -2.4882 -1.041
H -2.1963 -0.7720 -3.9720 0.503
H 0.9637 -1.0002 -7.7571 0.434
H -6.0474 -2.4859 1.9057 0.494
H 2.9695 0.0375 0.4419 0.199
H -2.1907 -6.1212 -2.2077 0.432
H 5.1928 0.8423 -0.1639 0.452
H -4.0240 -2.3088 -1.5311 0.523
H -3.3521 0.6275 0.7138 0.205
H 2.0583 -6.8351 3.6648 0.400
H 4.3810 -4.0045 0.3159 0.376
H -4.2361 -4.7644 -1.8362 0.415
H -1.8053 -3.0666 1.6617 0.511
H 3.7031 -2.8604 -2.1543 0.024
```

gap between HOMO and LUMO: 6.018 eV
net charge: -1
relative energy (zero: lowest compared OMol25 entry of this formula, charge and spin): 0.064 eV

---

No. 6
Computed, not measured: one molecule with the formula C5H11N, with ωB97M-V with the def2-TZVPD basis set.

```
17
Properties=species:S:1:pos:R:3:nbo_charge:R:1
N -0.8687 0.3315 1.2793 -0.847
C 1.5176 -1.5875 -0.3193 -0.401
C 1.1740 -0.5128 0.2732 -0.186
C -1.1566 -0.5087 -0.9231 -0.611
C -0.2130 1.8114 -0.3165 -0.606
C -0.0856 0.3301 -0.0750 0.085
H -2.1045 -0.6570 -0.3207 0.230
H -1.1545 2.1451 0.0104 0.233
H 2.4446 -2.2391 -0.1190 0.212
H -1.5264 -0.0134 -1.7959 0.211
H -0.8885 -0.6029 1.6624 0.349
H -0.3596 0.9205 1.9735 0.342
H 0.7671 -2.0281 -0.9552 0.184
H 1.9037 -0.0185 0.9875 0.202
H -0.1443 2.0518 -1.3348 0.206
H -0.7303 -1.4282 -1.1445 0.192
H 0.4552 2.3538 0.2451 0.204
```

gap between HOMO and LUMO: 10.068 eV
SMILES string: C=CC(C)(C)N
net charge: 0
relative energy (zero: lowest compared OMol25 entry of this formula, charge and spin): 2.249 eV